No. 1
{"formula": "C28H25F5NO2Sm", "method": "the ωB97M-V functional and the def2-TZVPD basis", "species": ["C", "C", "C", "H", "C", "C", "H", "C", "C", "C", "H", "C", "C", "H", "H", "H", "H", "H", "H", "Sm", "C", "C", "C", "H", "H", "H", "H", "H", "H", "C", "C", "H", "H", "O", "N", "C", "H", "C", "C", "H", "C", "H", "C", "H", "C", "H", "C", "H", "H", "H", "F", "C", "C", "F", "C", "F", "C", "O", "C", "F", "C", "F"], "xyz": [[-3.0176, 2.4735, 1.5137], [-1.6413, 2.3700, 1.9167], [-0.8467, 2.1020, 0.7715], [-1.2593, 2.5793, 2.9061], [-1.7058, 1.9960, -0.3523], [-3.0551, 2.2489, 0.0942], [-1.3765, 1.9334, -1.3866], [-1.0626, -1.7665, 2.5044], [-0.6429, -0.4858, 3.0221], [0.5292, -0.1060, 2.3258], [-1.0826, 0.0409, 3.8758], [0.9113, -1.1569, 1.4560], [-0.1521, -2.1074, 1.4622], [0.2613, 2.1128, 0.7173], [-3.9056, 2.3676, -0.5673], [-3.8545, 2.7477, 2.1513], [-0.1549, -3.0419, 0.8980], [1.1277, 0.7927, 2.5109], [-1.8556, -2.4001, 2.9229], [-2.5531, 0.0780, 1.1494], [2.3402, -1.4717, 1.0251], [2.7077, -2.7837, 1.7685], [3.3233, -0.4004, 1.5185], [2.7644, -2.5994, 2.8500], [3.6806, -3.1602, 1.4361], [1.9702, -3.5742, 1.5918], [3.1573, -0.1706, 2.5796], [3.2388, 0.5319, 0.9466], [4.3501, -0.7790, 1.4191], [2.5495, -1.7259, -0.5085], [2.5553, -0.5443, -1.4912], [1.7275, -2.3754, -0.8485], [3.5135, -2.2595, -0.6064], [1.5104, 0.0326, -1.7686], [3.7350, -0.1416, -2.0938], [3.5406, 0.9606, -3.0571], [4.3570, -0.8846, -2.3948], [3.1497, 2.1745, -2.2612], [2.0828, 2.9886, -2.6431], [1.4612, 2.6731, -3.4878], [1.8302, 4.1631, -1.9346], [1.0099, 4.8093, -2.2497], [2.6395, 4.5002, -0.8366], [2.4852, 5.4535, -0.3259], [3.6399, 3.6272, -0.3935], [4.2360, 3.8362, 0.5002], [3.9011, 2.4608, -1.1190], [4.6876, 1.7598, -0.8178], [2.7513, 0.7021, -3.7731], [4.4828, 1.1517, -3.5800], [-7.7030, -4.0166, -0.9866], [-6.5439, -3.3389, -0.8815], [-5.5396, -3.5285, -1.8393], [-5.7594, -4.3918, -2.8564], [-4.3300, -2.8485, -1.7411], [-3.3471, -3.0942, -2.6350], [-4.1127, -1.9177, -0.6945], [-2.9862, -1.2404, -0.5699], [-5.1597, -1.7544, 0.2430], [-4.9373, -0.8347, 1.2977], [-6.3401, -2.4564, 0.1860], [-7.2826, -2.3110, 1.1415]], "forces_ev_per_a": [[0.8, 0.8, -0.9], [-0.5, 0.8, -0.6], [0.0, 0.7, -0.3], [-0.1, -0.2, 0.0], [-0.6, 1.1, 0.6], [0.7, 1.0, 0.1], [-0.1, -0.4, 0.3], [0.1, 0.4, -0.2], [-0.6, -0.3, -0.1], [0.5, -0.5, 0.2], [0.2, -0.2, -0.3], [-0.8, 0.3, 0.2], [0.0, -0.1, 0.7], [-1.1, -0.4, 0.1], [0.0, -0.2, 0.2], [0.1, -0.1, -0.1], [-0.1, 0.3, 0.2], [-0.4, -0.4, 0.0], [0.3, 0.2, -0.3], [2.2, -2.8, 0.5], [0.1, 0.3, -0.2], [0.0, -0.1, -0.2], [0.1, 0.1, -0.1], [-0.1, 0.0, -0.3], [0.0, 0.1, 0.1], [0.1, 0.2, 0.0], [0.0, -0.1, -0.3], [0.0, -0.1, 0.1], [-0.2, 0.2, -0.1], [0.4, -0.2, -0.2], [-1.3, -0.1, 0.3], [0.4, 0.1, 0.0], [-0.4, 0.1, 0.0], [0.5, -0.2, 0.5], [-0.1, -0.4, -0.5], [-0.1, -0.4, 0.4], [0.0, 0.2, 0.4], [0.1, 0.3, 0.1], [0.3, 0.0, 0.2], [0.2, 0.2, 0.3], [0.3, -0.1, 0.1], [0.3, -0.1, 0.2], [-0.2, 0.0, 0.0], [-0.1, -0.4, -0.1], [0.0, -0.2, -0.3], [-0.3, 0.1, -0.4], [-0.2, 0.5, 0.0], [-0.3, 0.4, -0.1], [0.2, 0.1, 0.0], [-0.1, -0.2, 0.1], [0.4, 0.3, 0.1], [0.0, 0.0, 0.0], [-0.2, -0.2, -0.1], [0.2, 0.6, 0.7], [0.0, 0.0, 0.2], [-0.7, 0.3, 0.6], [0.4, 0.2, 0.0], [-0.9, -0.4, -0.1], [0.6, 0.1, -0.2], [-0.1, -0.8, -0.9], [-0.7, -0.4, 0.0], [0.5, 0.0, -0.6]], "mulliken_spin": [-0.0069, -0.0274, -0.0057, 0.0020, -0.0191, -0.0016, -0.0004, 0.0083, 0.0002, -0.0190, 0.0021, -0.0130, -0.0113, 0.0008, 0.0011, -0.0007, 0.0004, 0.0019, 0.0006, 5.0920, -0.0006, 0.0004, -0.0006, -0.0001, -0.0001, 0.0000, 0.0000, 0.0002, 0.0000, -0.0002, 0.0002, 0.0000, 0.0000, -0.0002, 0.0000, 0.0000, 0.0000, -0.0001, 0.0003, 0.0000, -0.0002, -0.0001, 0.0000, 0.0000, 0.0000, 0.0000, 0.0000, 0.0000, 0.0000, 0.0000, 0.0000, -0.0008, 0.0003, 0.0000, -0.0019, -0.0001, -0.0021, -0.0053, 0.0025, 0.0040, 0.0001, 0.0000], "largest_force_ha_per_bohr": 0.06924, "total_energy_ev": -66516.8417, "spin_multiplicity": 6, "charge": 0}



No. 2
{"formula": "C28H25INO12", "method": "the ωB97M-V functional and the def2-TZVPD basis", "species": ["C", "C", "C", "C", "C", "I", "C", "C", "C", "N", "C", "C", "H", "H", "H", "H", "H", "H", "H", "H", "H", "H", "H", "H", "H", "C", "C", "C", "O", "C", "C", "C", "O", "O", "O", "H", "H", "H", "H", "C", "C", "C", "O", "C", "C", "C", "O", "O", "O", "H", "H", "H", "H", "C", "C", "C", "O", "C", "C", "C", "O", "O", "O", "H", "H", "H", "H"], "xyz": [[-3.0934, -0.5051, -0.7966], [-2.2283, -1.6702, -0.0618], [-1.6174, -2.7195, -1.1260], [-0.0200, -2.7047, -1.2480], [0.5852, -2.1160, -2.6066], [-0.0376, 0.0234, -2.6854], [-0.0206, -2.8179, -3.8847], [0.6802, -4.0033, -4.5646], [0.0692, -4.6333, -5.7842], [-1.1205, -4.3467, -6.4951], [-1.7090, -3.2282, -5.8596], [-1.2977, -2.4374, -4.6494], [-2.7214, 0.5390, -0.5305], [-4.2023, -0.5544, -0.5522], [-2.9586, -0.5925, -1.9347], [-3.0035, -2.2432, 0.5690], [-1.4320, -1.2121, 0.6161], [-2.1854, -2.5934, -2.0991], [-1.9038, -3.7632, -0.7245], [0.4207, -2.1407, -0.3459], [0.3392, -3.7915, -1.1740], [1.6615, -4.3923, -4.1475], [0.6652, -5.5091, -6.2317], [-2.6740, -2.8720, -6.3735], [-1.9389, -1.5718, -4.2918], [-2.6251, 3.8880, 4.0322], [-2.0678, 3.0076, 3.1976], [-2.8825, 1.9651, 2.5106], [-2.3436, 1.1920, 1.7428], [-4.3201, 1.9147, 2.7996], [-4.8752, 2.7932, 3.6366], [-4.0644, 3.8525, 4.3021], [-4.6106, 4.6501, 5.0473], [-6.2061, 2.7593, 3.9178], [-0.7349, 3.0254, 2.9386], [-2.0463, 4.6492, 4.5345], [-4.8972, 1.1427, 2.3085], [-6.3573, 3.4935, 4.5431], [-0.5830, 2.2944, 2.3070], [4.4541, -7.7092, -1.0526], [3.5982, -6.7668, -1.4570], [4.0052, -5.7138, -2.4307], [3.1929, -4.8843, -2.7893], [5.3895, -5.7234, -2.9157], [6.2445, -6.6632, -2.5085], [5.8297, -7.7322, -1.5560], [6.6355, -8.5854, -1.2209], [7.5329, -6.6856, -2.9463], [2.3215, -6.7291, -0.9991], [4.1712, -8.4801, -0.3485], [5.6773, -4.9437, -3.6081], [7.9409, -7.4575, -2.5096], [1.9085, -5.9594, -1.4405], [0.4155, 9.6371, 3.5380], [1.6851, 9.2275, 3.4991], [2.0335, 7.7916, 3.2977], [3.2042, 7.4586, 3.2491], [0.9352, 6.8291, 3.1698], [-0.3346, 7.2385, 3.2121], [-0.6824, 8.6776, 3.3862], [-1.8528, 9.0160, 3.4018], [-1.3636, 6.3583, 3.0978], [2.7149, 10.1030, 3.6406], [0.1497, 10.6758, 3.6813], [1.2005, 5.7880, 3.0417], [-2.1756, 6.8987, 3.1577], [3.5254, 9.5622, 3.5741]], "forces_ev_per_a": [[0.6, 0.2, -0.4], [-1.2, 0.1, -0.6], [-0.4, -0.5, 1.5], [0.0, 0.0, -0.7], [-1.3, -1.7, -0.9], [0.1, 0.0, 0.1], [-0.9, -1.0, -1.7], [-2.6, 1.0, -0.9], [0.7, 0.0, 0.8], [2.0, 2.8, 4.4], [-0.1, 0.8, 0.6], [1.8, -2.4, -1.0], [-0.5, -1.5, -0.3], [1.3, -0.1, -0.2], [-0.3, 0.1, 1.7], [1.4, 0.8, -0.6], [-1.1, -0.7, -0.9], [1.0, -0.2, 1.0], [0.4, 1.4, -0.7], [-0.6, -0.8, -1.4], [-0.3, 1.4, -0.2], [-1.6, 0.6, -0.8], [-0.9, 1.4, 0.7], [1.5, -0.6, 0.9], [1.0, -1.3, -0.7], [-0.4, 0.1, 0.3], [1.3, 0.5, 0.1], [-0.4, -0.5, -0.4], [0.2, 0.4, 0.4], [0.2, -0.1, -0.1], [-1.0, -0.5, -0.2], [0.6, 0.3, 0.2], [-0.2, -0.2, -0.1], [1.0, 0.5, 0.2], [-1.2, -0.5, -0.1], [0.0, -0.1, 0.0], [0.0, 0.0, 0.0], [0.0, -0.1, -0.1], [0.1, 0.1, 0.0], [0.5, -0.2, 0.0], [-1.2, -0.4, 0.8], [0.2, 0.6, -0.5], [0.2, -0.4, 0.4], [-0.2, 0.1, 0.0], [0.8, 0.5, -0.6], [-0.5, -0.4, 0.5], [0.2, 0.2, -0.2], [-0.8, -0.5, 0.6], [1.1, 0.4, -0.8], [0.0, 0.0, 0.0], [0.0, 0.0, 0.0], [0.0, 0.1, -0.1], [-0.1, 0.0, 0.1], [-0.3, -0.1, 0.0], [0.5, 1.2, 0.2], [0.0, -0.8, -0.1], [-0.1, 0.4, 0.1], [0.4, 0.1, 0.0], [-0.4, -1.2, -0.2], [-0.1, 0.7, 0.1], [0.1, -0.4, 0.0], [0.5, 1.3, 0.1], [-0.4, -1.1, -0.2], [0.0, 0.0, 0.0], [0.0, 0.0, 0.0], [0.0, -0.1, 0.0], [-0.1, 0.1, 0.0]], "mulliken_charge": [-0.6375, -0.2268, -0.4368, -0.0292, -0.5601, -0.3045, 0.5638, -0.3026, -0.1518, -0.6151, -0.2709, -0.1861, 0.0291, 0.2540, 0.1694, 0.2588, 0.1200, 0.2561, 0.2675, 0.3277, -0.3278, 0.3278, 0.2485, 0.2593, 0.0967, -0.9267, 0.2731, 0.8288, -0.4273, -0.9240, 0.3698, 0.9805, -0.6479, -0.5790, -0.5540, 0.4627, 0.4764, 0.3364, 0.3447, -0.8733, 0.3716, 0.7453, -0.4650, -1.0078, 0.4405, 0.9657, -0.6356, -0.5800, -0.5888, 0.4117, 0.4536, 0.3401, 0.2971, -0.9531, 0.3399, 0.9313, -0.6020, -0.7939, 0.0946, 0.9777, -0.6217, -0.4108, -0.5658, 0.4100, 0.5044, 0.3186, 0.3526], "largest_force_ha_per_bohr": 0.10845, "total_energy_ev": -63597.1735, "charge": -1, "de_lowest_kj_mol": 0.00}